1.
17
Properties=species:S:1:pos:R:3 method="wB97M-V/def2-TZVPD" total_energy_ev=-81946.8912 max_force_ha_per_bohr=0.0846 relative_energy_kcal_mol=128.2 gap_ev="7.791 / 7.788" homo_energy_ev="-8.707 / -8.706"
C -0.12 0.41 0.98
C 0.34 -1.51 -0.54
C -0.57 -0.42 -0.12
C -0.47 1.07 -1.90
N -1.17 2.15 -1.50
O -2.36 2.16 -1.69
O -0.58 3.10 -0.91
O 0.82 1.40 -2.13
Br -1.21 -0.01 -3.20
H 0.40 1.30 0.43
H -0.88 0.94 1.48
H 0.66 -0.09 1.48
H 0.31 -1.73 -1.60
H -0.03 -2.43 -0.11
H 1.34 -1.21 -0.35
H -1.62 -0.79 -0.20
H 1.08 2.14 -1.61

2.
84
Properties=species:S:1:pos:R:3 method="wB97M-V/def2-TZVPD" total_energy_ev=-96278.9147 max_force_ha_per_bohr=0.0197 total_charge=+1 gap_ev=7.031 homo_energy_ev=-11.362
N -0.45 -2.28 4.40
B -0.89 -2.74 3.16
O -0.76 -4.00 2.64
N -1.45 -1.65 2.19
N -0.48 -0.92 1.65
C -0.79 0.03 0.80
C 0.28 0.88 0.22
C 0.01 2.36 0.52
C -0.10 2.64 2.03
C -0.97 3.88 2.34
S -2.68 3.34 2.38
O -3.28 3.45 1.08
O -2.77 2.08 3.06
Cl -3.50 4.72 3.57
C -2.15 0.24 0.46
C -3.17 -0.53 1.00
B -4.70 -0.26 0.55
O -5.61 -1.26 0.46
O -5.10 0.99 0.23
C -2.74 -1.49 1.92
S -3.81 -2.61 2.78
H 0.06 -2.97 4.93
H -1.06 -1.75 5.01
H -1.51 -4.57 2.84
H 0.24 0.73 -0.87
H 1.27 0.57 0.55
H -0.86 2.69 -0.04
H 0.84 2.96 0.13
H -0.53 1.81 2.57
H 0.90 2.81 2.44
H -0.77 4.30 3.32
H -0.90 4.64 1.56
H -2.38 1.01 -0.27
H -5.27 -2.13 0.24
H -4.47 1.71 0.38
H -4.07 -1.75 3.77
C 8.28 -5.36 3.51
C 7.55 -4.96 4.62
C 6.18 -4.82 4.54
C 5.53 -5.06 3.33
C 6.26 -5.45 2.21
C 7.64 -5.60 2.30
C 5.60 -5.69 0.89
O 6.23 -6.02 -0.08
C 4.12 -5.48 0.82
C 3.47 -5.65 -0.40
C 2.10 -5.48 -0.48
C 1.37 -5.14 0.66
C 2.01 -4.98 1.87
C 3.39 -5.14 1.95
C 4.05 -4.92 3.27
O 3.39 -4.62 4.25
H 9.35 -5.48 3.58
H 8.06 -4.77 5.56
H 5.59 -4.51 5.40
H 8.19 -5.91 1.43
H 4.06 -5.92 -1.27
H 1.60 -5.61 -1.43
H 0.30 -5.01 0.58
H 1.47 -4.72 2.76
C -5.18 2.41 -4.14
C -4.52 2.29 -2.92
C -3.33 2.96 -2.71
C -2.79 3.76 -3.71
C -3.45 3.87 -4.94
C -4.65 3.20 -5.14
C -2.87 4.70 -6.04
O -3.44 4.81 -7.10
C -1.57 5.38 -5.78
C -0.99 6.11 -6.80
C 0.22 6.76 -6.59
C 0.85 6.68 -5.35
C 0.27 5.95 -4.33
C -0.93 5.29 -4.54
C -1.51 4.48 -3.44
O -0.98 4.40 -2.35
H -6.12 1.89 -4.31
H -4.93 1.66 -2.14
H -2.81 2.89 -1.77
H -5.14 3.31 -6.10
H -1.49 6.17 -7.76
H 0.67 7.34 -7.39
H 1.79 7.20 -5.19
H 0.75 5.87 -3.36

3.
19
Properties=species:S:1:pos:R:3 method="wB97M-V/def2-TZVPD" total_energy_ev=-8459.9223 max_force_ha_per_bohr=0.0091 relative_energy_kcal_mol=102.2 gap_ev=9.515 homo_energy_ev=-8.711
C 2.72 0.52 -0.15
O 2.10 0.92 1.08
C 1.75 -0.05 1.88
C -0.92 -0.36 -0.05
C -1.05 1.14 -0.03
C -1.30 -1.14 -1.28
C -2.16 -1.22 -0.04
H 2.02 0.70 -0.96
H 2.98 -0.54 -0.09
H 3.61 1.14 -0.28
H -0.08 -0.76 0.51
H 1.26 0.51 2.72
H -0.17 1.62 -0.48
H -1.15 1.52 0.99
H -1.93 1.46 -0.60
H -0.71 -2.00 -1.56
H -1.70 -0.58 -2.13
H -2.14 -2.15 0.53
H -3.12 -0.72 -0.06

4.
108
Properties=species:S:1:pos:R:3 method="wB97M-V/def2-TZVPD" total_energy_ev=-51562.4030 max_force_ha_per_bohr=0.1277 smiles=CC1(C)CCCC(C)(C)N1O.CC1(C)CCCC(C)(C)N1O.COCCOC.COCCOC.COCCOC relative_energy_kcal_mol=3.7 gap_ev=8.461 homo_energy_ev=-7.867
C -1.74 4.12 3.15
O -2.76 3.70 2.24
C -3.49 2.64 2.83
C -4.45 2.02 1.79
O -5.23 0.97 2.24
C -5.87 0.23 1.21
H -2.08 4.48 4.12
H -1.24 4.92 2.60
H -0.99 3.34 3.25
H -4.14 2.98 3.64
H -2.80 1.86 3.14
H -3.91 1.68 0.90
H -5.05 2.87 1.45
H -6.44 -0.61 1.60
H -5.13 -0.25 0.58
H -6.57 0.83 0.63
C -1.54 -2.70 5.69
O -2.05 -1.50 5.08
C -1.27 -0.71 4.21
C 0.20 -0.46 4.62
O 0.30 0.05 5.95
C 0.05 1.41 6.10
H -1.42 -3.39 4.85
H -2.26 -3.04 6.43
H -0.64 -2.47 6.26
H -1.75 0.25 4.03
H -1.46 -1.26 3.29
H 0.69 0.21 3.90
H 0.78 -1.37 4.51
H 0.70 2.07 5.53
H 0.21 1.75 7.12
H -1.01 1.60 5.92
C 2.34 4.96 3.14
O 1.63 6.08 3.70
C 2.01 7.26 3.00
C 1.55 8.47 3.80
O 0.24 8.71 4.14
C -0.58 8.99 3.05
H 3.38 5.04 3.48
H 2.33 4.84 2.06
H 1.94 4.02 3.53
H 1.59 7.27 2.00
H 3.07 7.28 2.74
H 2.17 9.33 3.54
H 2.10 8.28 4.72
H -1.44 9.61 3.32
H -1.01 8.09 2.62
H -0.03 9.55 2.30
C 3.86 1.07 -0.55
C 2.41 1.06 0.03
C 1.94 2.46 -0.36
C 0.41 2.54 -0.37
C -0.16 1.41 -1.33
C 0.18 0.00 -0.94
N 1.66 -0.09 -0.63
O 2.07 -1.28 -0.30
C -0.71 -0.37 0.22
C -0.12 -1.05 -2.08
C 2.50 0.87 1.61
H 3.93 0.96 -1.63
H 4.40 0.20 -0.17
H 4.36 2.00 -0.29
H 2.19 3.25 0.34
H 2.06 2.68 -1.42
H -0.01 3.48 -0.73
H -0.11 2.60 0.58
H 0.24 1.58 -2.33
H -1.25 1.48 -1.33
H -0.31 -1.27 0.69
H -0.92 0.45 0.91
H -1.65 -0.85 -0.06
H 0.51 -0.68 -2.89
H 0.17 -2.04 -1.72
H -1.17 -1.10 -2.38
H 1.56 0.71 2.14
H 3.05 1.65 2.16
H 3.13 0.03 1.88
H 2.75 -1.54 -0.92
C 0.55 -4.78 -7.94
C 0.30 -4.87 -6.44
C -1.12 -5.67 -6.27
C -1.43 -5.94 -4.85
C -0.27 -6.74 -4.20
C 1.18 -6.10 -4.28
N 1.33 -5.36 -5.58
O 2.65 -4.80 -5.70
C 1.29 -5.10 -3.10
C 2.09 -7.28 -4.17
C -0.12 -3.39 -6.00
H 0.73 -5.79 -8.33
H 1.48 -4.26 -8.16
H -0.22 -4.46 -8.64
H -1.96 -5.08 -6.62
H -1.28 -6.44 -7.02
H -2.37 -6.48 -4.75
H -1.42 -5.04 -4.24
H -0.28 -7.78 -4.53
H -0.57 -6.77 -3.15
H 0.40 -4.47 -3.13
H 1.31 -5.50 -2.08
H 2.29 -4.70 -3.28
H 1.91 -7.91 -3.30
H 1.88 -8.01 -4.95
H 3.16 -7.06 -4.23
H -0.67 -3.24 -5.07
H -0.70 -2.80 -6.71
H 0.79 -2.80 -5.89
H 3.17 -5.58 -5.53

5.
16
Properties=species:S:1:pos:R:3 method="wB97M-V/def2-TZVPD" total_energy_ev=-8759.9985 max_force_ha_per_bohr=0.0554 relative_energy_kcal_mol=104.4 gap_ev=8.077 homo_energy_ev=-7.117
C 0.28 0.06 0.84
C -1.43 0.81 -1.00
C -0.43 -1.26 1.12
N -0.11 0.70 -0.43
N 1.70 -0.08 0.50
C 1.63 0.51 -0.82
N 0.93 1.62 -0.91
H 2.03 -1.04 0.50
H 0.14 0.77 1.66
H 2.35 0.17 -1.56
H -2.05 1.47 -0.39
H -1.90 -0.17 -1.09
H -1.35 1.25 -2.00
H -0.33 -1.93 0.26
H 0.02 -1.74 1.99
H -1.49 -1.10 1.32

6.
17
Properties=species:S:1:pos:R:3 method="wB97M-V/def2-TZVPD" total_energy_ev=-9431.3397 max_force_ha_per_bohr=0.1101 multiplicity=2 total_charge=+1 s_squared=0.763 relative_energy_kcal_mol=40.6 gap_ev="9.621 / 6.043" homo_energy_ev="-14.449 / -14.445"
C -2.49 0.10 0.44
C 1.86 0.77 1.67
C 1.35 0.20 0.54
O 1.89 -0.04 -0.65
C -0.07 -0.23 0.28
C -1.12 0.33 0.87
H -2.75 0.45 -0.58
H -2.79 -0.97 0.54
H -3.23 0.46 1.21
H 2.76 1.29 1.88
H 1.27 0.56 2.55
H 2.93 -0.03 -0.75
H -0.28 -1.16 -0.25
H -0.86 1.26 1.37
H 1.06 -0.63 -2.63
H -0.23 -1.10 -3.24
O 0.72 -1.27 -3.26

7.
77
Properties=species:S:1:pos:R:3 method="wB97M-V/def2-TZVPD" total_energy_ev=-186137.7952 max_force_ha_per_bohr=0.0448 multiplicity=2 total_charge=-1 s_squared=0.775 relative_energy_kcal_mol=44.9 gap_ev="6.515 / 5.888" homo_energy_ev="-4.901 / -4.505"
V 1.31 -1.72 0.02
S 0.82 -3.86 -0.74
C 1.61 -3.03 -2.05
S 2.85 -1.90 -1.69
C 1.21 -3.31 -3.36
C 0.16 -4.20 -3.61
N -0.72 -4.92 -3.78
C 1.79 -2.67 -4.45
N 2.27 -2.14 -5.35
Br 2.13 -3.41 7.14
C 1.68 -1.68 6.51
C 2.05 -0.58 7.28
C 1.70 0.69 6.86
C 1.00 0.87 5.68
C 0.63 -0.22 4.92
C 0.96 -1.50 5.34
I 0.30 -3.16 4.22
H 2.60 -0.73 8.19
H 1.97 1.54 7.47
H 0.73 1.86 5.35
H 0.10 -0.08 3.99
I 2.61 -3.89 0.96
I 4.57 -4.21 3.12
C -2.10 -0.21 -4.69
C -0.57 -0.21 -4.71
C -0.01 0.37 -3.40
C -0.95 0.11 -2.21
C -1.64 -1.24 -2.42
C -2.60 -1.17 -3.61
P 0.04 0.10 -0.63
C -1.20 0.34 0.76
C -2.45 1.21 0.55
C -3.72 0.38 0.49
C -3.95 -0.38 1.80
C -2.63 -0.84 2.42
C -1.58 -1.03 1.34
C 0.96 1.72 -0.55
C 2.32 1.63 -1.25
C 3.23 2.75 -0.75
C 2.45 4.05 -0.53
C 1.22 4.08 -1.43
C 0.22 2.99 -1.00
H -2.49 -0.50 -5.66
H -2.45 0.81 -4.49
H -0.20 0.38 -5.55
H -0.23 -1.23 -4.85
H 0.14 1.45 -3.52
H 0.97 -0.08 -3.21
H -1.72 0.89 -2.15
H -2.19 -1.55 -1.53
H -0.88 -2.00 -2.62
H -3.59 -0.85 -3.27
H -2.70 -2.18 -4.03
H -0.56 0.83 1.52
H -2.36 1.82 -0.36
H -2.54 1.91 1.38
H -3.66 -0.32 -0.34
H -4.58 1.03 0.29
H -4.59 -1.24 1.61
H -4.48 0.26 2.51
H -2.77 -1.77 2.98
H -2.27 -0.09 3.13
H -1.98 -1.70 0.57
H -0.68 -1.50 1.76
H 1.17 1.80 0.52
H 2.20 1.69 -2.33
H 2.78 0.66 -1.01
H 4.03 2.90 -1.47
H 3.70 2.44 0.19
H 3.09 4.91 -0.74
H 2.13 4.13 0.51
H 1.53 3.92 -2.46
H 0.73 5.06 -1.38
H -0.46 2.79 -1.84
H -0.39 3.37 -0.18
N 2.07 0.11 2.37
C 1.84 -0.57 1.46

8.
75
Properties=species:S:1:pos:R:3 method="wB97M-V/def2-TZVPD" total_energy_ev=-127977.4940 max_force_ha_per_bohr=0.0094 total_charge=+1 gap_ev=5.845 homo_energy_ev=-10.289
S -4.99 -2.29 -4.31
P -3.36 -1.07 -4.24
Br -4.00 0.78 -3.43
H -4.33 -3.22 -5.04
H -2.86 -0.87 -5.54
H -2.35 -1.59 -3.44
C -0.76 -0.57 -0.77
O -0.48 0.79 -0.56
C -1.62 1.62 -0.67
C -1.46 2.89 0.14
O -1.65 2.72 1.53
C -0.60 2.10 2.27
C 0.59 2.99 2.52
O 1.37 3.13 1.34
C 2.03 4.38 1.25
H -1.05 -0.76 -1.82
H 0.15 -1.13 -0.56
H -1.56 -0.92 -0.11
H -2.52 1.09 -0.33
H -1.75 1.90 -1.72
H -2.26 3.57 -0.17
H -0.51 3.37 -0.09
H -0.29 1.16 1.81
H -1.05 1.87 3.24
H 1.21 2.53 3.31
H 0.25 3.97 2.87
H 1.31 5.21 1.32
H 2.52 4.41 0.29
H 2.78 4.50 2.04
C 0.40 2.84 11.12
O 1.42 2.67 10.16
C 2.23 1.54 10.40
C 2.88 1.04 9.13
O 2.00 0.33 8.27
C 1.05 1.07 7.53
C 1.62 1.81 6.34
O 2.34 2.96 6.74
C 3.42 3.27 5.89
H 0.81 3.08 12.10
H -0.22 3.66 10.79
H -0.21 1.93 11.20
H 1.64 0.73 10.85
H 3.03 1.81 11.11
H 3.64 0.32 9.41
H 3.37 1.87 8.60
H 0.49 1.76 8.17
H 0.35 0.33 7.14
H 0.79 2.12 5.69
H 2.27 1.13 5.77
H 4.11 2.42 5.80
H 3.95 4.11 6.33
H 3.08 3.55 4.88
C -1.26 -6.60 -9.48
O -1.01 -5.23 -9.25
C -2.15 -4.42 -9.42
C -2.02 -3.14 -8.63
O -2.21 -3.28 -7.22
C -1.17 -3.93 -6.49
C 0.08 -3.10 -6.29
O 0.83 -3.02 -7.47
C 1.57 -1.82 -7.59
H -1.51 -6.80 -10.52
H -0.35 -7.14 -9.22
H -2.08 -6.97 -8.85
H -3.05 -4.96 -9.09
H -2.28 -4.16 -10.48
H -2.82 -2.47 -8.96
H -1.07 -2.65 -8.85
H -0.92 -4.89 -6.94
H -1.60 -4.12 -5.50
H 0.67 -3.57 -5.49
H -0.21 -2.09 -5.94
H 0.92 -0.94 -7.52
H 2.04 -1.84 -8.57
H 2.35 -1.75 -6.82

9.
17
Properties=species:S:1:pos:R:3 method="wB97M-V/def2-TZVPD" total_energy_ev=-115776.5273 max_force_ha_per_bohr=0.0081 relative_energy_kcal_mol=0.0 gap_ev=9.955 homo_energy_ev=-10.883
C 0.25 -1.29 2.03
C -1.00 -0.79 1.33
Cl -1.73 -2.09 0.34
C -0.81 0.47 0.46
Cl 0.22 1.66 1.30
O -0.28 0.11 -0.79
P 0.24 1.13 -1.88
O -0.50 2.37 -2.07
O 0.29 0.11 -3.09
O 1.76 1.48 -1.51
Br 2.91 0.11 -1.18
H 1.10 -1.32 1.34
H 0.50 -0.66 2.87
H 0.07 -2.30 2.40
H -1.76 -0.53 2.06
H -1.76 0.98 0.31
H 0.49 0.55 -3.92